C24H43BrCl2INO3 | ωB97M-V with the def2-TZVPD basis set

Last column: Mulliken charge in e.
Positions of all 75 atoms, in Å:
H 0.026 -3.075 -4.436  0.32
H -3.646 2.799 7.857  0.23
C 3.283 1.249 0.159  0.96
H -2.497 3.961 8.568  0.23
H 3.274 0.361 2.167  0.45
H -2.748 -5.011 -4.192  0.25
H 1.910 -0.120 1.144  0.19
C 4.814 1.469 0.138  -1.61
I -1.691 -5.960 -1.044  0.14
H -1.068 4.066 -1.093  0.24
H -0.914 3.062 3.177  0.32
H 3.065 -4.585 -1.666  0.33
H -0.236 -3.889 -0.350  0.49
N 0.982 -4.896 -1.847  0.23
C 1.120 -4.512 -3.310  -0.80
H 0.938 2.820 -1.442  0.20
H -1.082 0.620 -0.915  0.19
C -0.770 3.422 -0.261  -0.85
H 1.912 -3.774 -3.391  0.40
H 2.427 -5.685 -0.444  0.50
C -0.309 -4.307 -1.343  -1.36
H -0.730 4.255 6.099  0.30
H 0.386 -0.980 -4.002  0.50
C -0.216 -3.852 -3.715  -1.07
H -2.931 4.333 4.013  0.32
C 0.188 2.365 -0.791  -0.23
C -1.172 4.766 1.906  -0.93
H 0.816 -5.901 -1.879  0.57
H -2.717 -3.468 -5.100  0.30
H 3.515 -0.830 0.869  0.07
C -0.161 4.303 0.843  -0.54
C -0.514 1.266 -1.592  -0.40
H -1.856 5.632 4.513  0.23
H 3.032 0.820 -0.864  -0.29
Br 1.409 -3.959 1.675  -0.07
O 2.287 -2.452 -0.454  -0.27
H 0.067 -1.727 -1.099  0.75
H -1.124 5.853 2.005  0.39
H 1.340 -5.403 -3.886  0.44
C 2.983 0.097 1.148  -1.02
H 0.837 1.083 -3.220  0.54
H 0.737 1.907 0.036  0.11
Cl -2.527 -2.148 -0.737  -0.12
H -1.673 2.928 0.113  0.34
O -2.743 4.058 6.523  -0.32
C 0.128 -2.028 -2.143  -2.16
H -0.816 -4.564 -4.270  0.53
H 5.146 1.795 1.127  0.37
O 2.607 2.358 0.485  -0.78
C -3.271 -3.270 -3.030  0.90
H 5.374 0.560 -0.136  0.34
H -4.236 -4.210 -4.676  0.48
H 5.061 2.249 -0.584  0.40
C 0.478 0.451 -2.406  0.04
C -0.896 4.153 3.274  -0.50
H -1.905 2.550 7.683  0.34
C -0.768 -3.299 -2.405  1.95
C -2.692 3.307 7.715  -0.72
H 0.618 3.716 1.334  0.33
C -1.912 4.555 4.335  -0.54
H 0.104 4.448 3.598  0.30
C 2.092 -3.556 -0.088  0.30
C -3.223 -4.043 -4.324  -1.24
H -1.242 1.730 -2.267  0.30
C -1.647 3.853 5.652  -0.53
C -0.115 -0.821 -3.043  -1.04
C 2.234 -4.765 -0.986  -0.64
C -2.231 -2.966 -2.235  -0.31
Cl -4.856 -2.773 -2.602  -0.20
H 1.328 0.182 -1.775  -0.75
H -1.505 2.779 5.477  0.41
H 1.161 -2.324 -2.291  0.67
H -1.177 -0.693 -3.270  0.30
H 0.329 5.154 0.372  0.49
H -2.190 4.515 1.598  0.32

Forces on the atoms, in the same order (eV/Å):
-0.173 0.248 0.136
-0.059 0.036 0.063
0.179 0.241 0.598
-0.016 0.015 0.076
-0.009 0.198 -0.029
0.007 -0.067 -0.037
-0.047 0.033 0.037
0.071 -0.221 -0.220
0.271 0.162 -0.086
-0.350 -0.012 -0.053
0.189 -0.024 -0.011
-0.023 0.053 -0.004
0.236 0.107 -0.008
0.290 -0.893 -0.014
-0.298 0.858 -0.202
0.143 0.057 0.240
-0.055 -0.077 0.056
0.218 0.084 -0.059
0.233 -0.277 0.038
-0.347 -0.027 0.085
-1.129 -0.442 -0.052
0.096 -0.106 0.051
-0.055 -0.096 -0.074
0.381 -0.810 -0.528
-0.024 -0.075 -0.052
-0.517 -0.487 -0.282
0.281 0.280 -0.045
-0.115 -0.010 0.143
0.125 -0.087 0.003
-0.028 0.118 0.096
-0.117 -0.477 0.032
-0.154 0.374 0.087
-0.117 0.045 -0.090
0.021 0.072 -0.003
0.167 -0.005 0.016
0.306 -0.552 0.265
-0.217 0.036 -0.006
-0.154 0.058 0.029
0.183 -0.059 0.029
0.134 -0.501 -0.155
0.249 0.067 0.120
0.172 0.253 -0.165
-0.013 0.013 0.148
-0.092 -0.020 0.075
-0.185 -0.042 -0.044
-0.400 0.019 -0.037
-0.203 -0.158 0.380
-0.041 0.051 0.018
0.440 -0.088 0.111
0.712 -0.031 0.020
-0.062 0.047 0.018
-0.015 -0.054 0.040
-0.026 0.059 0.031
-0.378 -0.135 -0.310
-0.380 -0.044 -0.042
0.007 -0.033 -0.022
0.678 0.882 0.113
0.149 0.026 -0.070
0.182 0.095 -0.091
0.178 0.155 0.216
0.106 -0.139 -0.011
0.089 0.556 0.319
-0.132 0.255 -0.036
-0.127 -0.148 -0.137
-0.039 0.088 -0.103
0.064 0.036 -0.092
0.133 0.270 -0.460
-0.447 -0.160 -0.342
-0.257 0.106 0.139
0.124 0.077 -0.094
0.018 -0.045 0.036
0.020 0.114 0.029
-0.077 0.058 0.122
0.120 0.053 0.072
-0.096 0.046 -0.020

Output
**LUMO**: -1.7629 eV
**Frontier orbital gap**: 3.03 eV
**Energy**: -5012.60779 a.u.

---

C24H43Cl2F3N3O7SSiTb | ωB97M-V with the def2-TZVPD basis set

Last column: Mulliken charge in e.
Positions of all 85 atoms, in Å:
H 2.410 -3.120 -1.582  0.18
O -0.895 -0.177 3.011  -0.54
H 4.015 -2.324 -1.720  0.43
H -1.351 -5.858 1.142  0.36
C -2.533 3.545 0.509  -0.60
Cl 2.341 1.596 -0.159  -0.40
H -0.217 0.905 6.610  0.24
C -0.277 2.951 1.132  -0.65
O 2.828 -0.524 2.465  -0.60
O 1.655 1.473 2.987  -0.41
H -3.089 4.472 0.361  0.44
H -2.642 2.918 -0.388  0.13
O -0.654 1.744 1.249  -0.02
C 1.695 -0.104 -2.559  -0.05
H -3.391 1.676 5.208  0.36
C 2.925 -2.144 -1.611  -1.15
H -1.533 -1.295 -0.032  0.01
H -0.358 0.050 -6.761  0.41
H 1.755 3.564 -5.411  0.39
C -3.005 0.796 4.679  -0.91
C -0.112 -3.029 2.345  -0.16
O 4.167 1.507 3.024  -0.56
C 2.914 0.384 5.048  0.47
C -0.682 0.204 4.195  1.09
H 2.340 -3.960 -3.759  0.32
H 0.199 -5.124 0.594  0.29
H 3.971 -3.569 -4.358  0.32
C 0.619 -0.087 -4.864  0.17
H 0.334 0.202 4.632  -0.49
C -0.667 5.244 0.504  -0.90
N -0.779 -4.180 2.215  0.23
C 1.317 0.595 -3.865  0.00
H -1.009 -5.080 4.139  0.33
O 0.575 -0.232 -1.616  0.81
H 0.774 3.246 1.262  0.62
C 0.646 1.899 -6.237  -0.57
C 1.402 2.554 -5.254  -0.64
C -1.296 1.694 -2.342  -1.07
H 0.404 -1.150 -4.745  0.71
H 2.752 -1.167 -4.918  0.59
H 2.739 -1.602 -0.667  -0.16
O 0.365 -2.346 1.388  -0.51
H -1.608 -0.133 7.026  0.32
H -1.936 0.423 0.064  -0.09
C 2.428 -1.395 -2.811  0.33
H -3.102 0.906 3.594  0.19
H -2.308 2.103 -2.482  0.59
H -0.908 2.139 -1.419  -0.45
H -3.362 -0.487 -3.497  0.36
S 2.955 0.768 3.208  1.16
N -1.143 3.902 0.802  0.33
F 2.138 1.321 5.674  -0.21
N -1.604 0.650 5.053  0.22
H -0.059 5.588 1.346  0.34
F 4.112 0.357 5.648  -0.22
H -0.688 2.105 -3.159  0.32
H -2.968 3.006 1.358  0.14
H 2.409 0.529 -2.002  0.23
Si -1.185 -0.306 -2.283  1.66
C -1.291 0.762 6.475  -0.82
H -2.590 0.979 -4.128  0.36
H 0.381 2.375 -7.180  0.38
C 2.912 -3.286 -4.414  -1.55
H -1.523 5.908 0.374  0.29
H -0.020 5.263 -0.386  0.32
C -0.823 -4.913 0.946  -0.82
F 2.320 -0.842 5.204  -0.23
H -3.095 -0.720 -0.617  0.56
H -3.581 -0.069 5.035  0.33
H 2.224 2.394 -3.204  0.38
H -2.293 -5.420 2.945  0.34
Cl -0.927 -2.233 -3.050  -0.49
C 2.669 -1.854 -4.065  0.00
H -1.839 1.609 6.886  0.29
C 0.248 0.581 -6.033  -1.12
H 2.567 -3.466 -5.443  0.39
H -2.196 -3.827 3.746  0.33
H -1.352 -4.333 0.173  0.30
H -2.112 -0.578 -4.765  0.32
C -2.402 -0.067 -3.835  -1.56
Tb 0.841 0.020 1.261  0.12
C -1.611 -4.657 3.324  -0.95
C 1.697 1.923 -4.040  -0.52
C -2.024 -0.472 -0.578  -0.78
H -0.003 -2.704 3.399  0.38

Forces on the atoms, in the same order (eV/Å):
0.266 0.192 0.361
0.410 0.396 1.705
-0.595 0.057 0.223
0.274 0.372 -0.255
-0.342 -0.076 0.062
0.242 0.472 1.182
-0.174 0.018 0.003
-0.871 -0.513 -0.394
0.099 0.730 1.080
1.083 -0.429 0.719
0.049 -0.144 0.036
0.317 0.201 0.256
0.698 1.466 0.107
0.450 0.849 0.296
0.018 -0.095 -0.314
-0.343 -0.728 0.000
-0.191 -0.145 -0.028
0.136 0.140 -0.065
-0.102 0.084 -0.106
-0.047 -0.061 0.187
0.131 0.522 -1.037
-0.867 -0.494 0.368
-0.312 -0.416 0.584
-0.117 -0.291 -0.601
0.224 0.194 -0.122
-0.419 0.138 0.130
-0.054 -0.115 -0.066
-0.017 0.327 -0.372
-0.562 -0.076 -0.254
0.618 0.190 0.124
0.354 0.477 -0.099
0.000 -0.367 0.710
-0.066 -0.062 -0.246
-0.633 -0.737 -0.782
-0.301 -0.057 0.032
0.174 -0.141 0.181
-0.074 -0.056 0.278
1.006 0.395 0.910
-0.111 0.631 -0.057
-0.775 -0.299 0.484
0.075 -0.230 -0.394
-0.464 -1.158 1.523
0.044 0.070 -0.158
-0.031 -0.252 -0.636
-0.173 -0.272 -1.288
0.061 -0.064 0.326
0.043 -0.414 0.082
0.292 0.205 0.105
-0.053 -0.076 -0.221
0.327 0.584 -1.109
0.146 -0.687 -0.139
0.788 -0.964 -0.454
0.138 -0.357 -0.440
-0.147 0.162 -0.102
-1.068 0.037 -0.746
-0.193 -0.095 0.076
0.143 0.083 -0.142
-0.471 -0.153 -0.723
-0.392 3.907 -0.329
0.017 0.001 -0.068
0.091 -0.409 0.239
0.136 0.125 0.291
0.367 -0.373 0.085
0.239 -0.091 0.004
-0.427 -0.039 0.113
-0.031 0.095 -0.300
0.416 1.058 0.183
0.229 -0.051 -0.106
0.069 0.102 -0.228
-0.120 0.131 -0.498
0.128 0.216 0.133
0.535 -2.391 0.524
0.321 0.464 0.624
0.168 0.064 -0.001
0.159 -0.074 0.456
0.178 0.012 0.272
0.063 -0.279 -0.213
0.198 -0.222 0.219
-0.163 -0.159 0.422
-0.420 -0.262 -0.401
-0.638 -0.204 -2.091
0.169 0.230 0.468
-0.146 -0.333 -0.542
0.000 -0.569 0.408
-0.175 0.083 -0.447

Output
**LUMO (alpha / beta)**: -0.6929 / -0.2863 eV
**Frontier orbital gap (alpha / beta)**: 5.74 / 6.15 eV
**Energy**: -4363.46486 a.u.
**Relative energy (zero: lowest compared OMol25 entry of this formula, charge and spin)**: 419.6 kJ/mol
**Spin multiplicity**: 7

---

C24H43ClF4I2N2O6 | ωB97M-V with the def2-TZVPD basis set

Last column: Mulliken charge in e.
Positions of all 82 atoms, in Å:
H 4.068 -3.287 2.173  0.34
C 2.515 -0.972 0.905  -2.03
C 2.387 -1.546 -0.511  1.47
O -3.328 -1.874 2.089  -0.28
C -0.602 7.006 -1.664  -0.66
O -3.102 1.684 0.394  -0.34
C 3.339 0.867 -3.125  -0.60
C -3.033 -2.568 4.333  -0.60
H 1.479 6.356 -1.963  0.36
H -5.323 2.667 -1.077  0.30
C -0.026 4.801 -2.279  0.46
C -4.150 1.965 1.323  -0.42
H -0.450 6.938 -0.584  0.25
C -3.199 2.586 -0.720  0.00
H -2.379 3.303 -0.646  -0.07
H -2.357 -1.069 -0.300  0.27
H -0.505 -2.356 0.648  -0.14
C 2.750 -3.944 0.513  -0.96
H 0.292 4.175 -3.113  -0.19
H 0.522 6.531 -3.439  0.28
O -1.458 4.879 -2.255  -0.36
C -4.758 3.296 0.904  -0.57
H -3.998 -4.276 3.443  0.26
H -4.193 4.122 1.347  0.26
H 0.305 4.332 -1.345  -0.21
H -5.058 -2.957 1.751  0.30
C -1.479 -1.255 -0.930  -1.25
I 1.134 1.626 -1.225  0.43
H -4.886 1.155 1.260  0.23
H -0.080 -0.573 0.524  0.16
Cl 1.689 2.519 -4.761  -0.21
H -5.801 3.399 1.202  0.35
F 5.971 -4.600 1.706  -0.29
H 2.607 -4.913 0.012  0.45
C -4.260 -3.264 3.764  -0.55
H -4.561 4.263 -1.064  0.30
H 4.360 0.539 -3.351  0.49
O 2.828 -4.788 2.762  -0.60
F 0.730 -1.571 -2.241  -0.49
H 1.956 -0.046 1.089  0.42
H -1.724 -1.215 3.217  0.31
H -0.644 8.061 -1.936  0.39
H -2.259 6.612 -3.013  0.29
N 3.129 -3.440 -1.877  -0.62
H 4.905 -2.143 0.525  0.32
F 4.816 -5.767 0.291  -0.26
H 2.181 -1.670 1.688  0.31
H -1.295 -0.325 -1.484  0.15
H 2.160 -4.119 2.967  0.38
O 2.968 -0.803 -1.584  0.07
H 3.384 -4.426 -1.850  0.38
C -4.576 -2.399 2.554  -0.52
C 0.485 6.227 -2.390  -0.62
C -4.548 3.276 -0.603  -0.58
H 0.822 -3.081 -0.991  0.57
H 3.558 -0.735 1.159  0.45
C 2.976 0.557 -1.618  -1.05
F 4.776 -6.209 2.376  -0.29
H -1.620 -2.043 -1.677  0.39
H 3.887 -3.007 -2.403  0.31
N 4.690 -2.557 -0.379  -0.56
C 3.657 -4.209 1.740  -0.28
H -3.745 1.986 2.336  0.24
C 0.922 -1.990 -0.924  -0.06
C 4.798 -5.227 1.500  0.71
H 1.756 -3.697 0.917  0.25
C 3.044 2.295 -3.569  0.49
H -2.419 -3.207 4.967  0.35
C 3.251 -2.879 -0.508  0.35
H 5.237 -3.413 -0.433  0.29
H -2.639 6.291 -1.308  0.23
C -0.240 -1.514 -0.007  0.11
O 3.613 3.235 -3.252  -0.37
C -2.316 -2.120 3.069  -0.18
H -5.219 -1.554 2.826  0.27
C -1.854 6.241 -2.065  -0.32
H -3.090 2.028 -1.651  0.28
H -5.091 -3.334 4.465  0.34
I 4.649 1.516 -0.530  0.08
H -3.338 -1.697 4.919  0.28
H 2.666 0.207 -3.695  0.46
H -1.659 -2.909 2.685  0.09

Forces on the atoms, in the same order (eV/Å):
0.295 -0.217 -0.457
0.178 0.867 0.388
0.266 -2.024 0.839
0.004 -0.094 0.175
0.020 0.029 0.226
-0.124 0.109 -0.006
-1.573 -0.994 -0.225
-0.022 0.154 0.155
-0.020 -0.034 0.002
0.014 0.031 -0.013
-0.056 -0.047 0.124
-0.049 -0.221 -0.086
-0.019 0.023 -0.018
0.288 0.008 0.131
-0.041 0.055 -0.132
0.086 -0.336 -0.253
0.279 0.433 0.230
0.091 -0.004 0.033
-0.108 -0.011 0.059
0.031 -0.030 0.015
0.107 0.210 -0.007
0.073 0.160 0.117
-0.032 0.013 0.008
-0.025 -0.018 0.010
0.040 0.147 -0.051
0.062 0.056 -0.053
0.379 0.565 0.489
0.009 -0.366 0.421
-0.049 0.031 0.088
0.263 -0.402 0.202
0.103 -0.536 -0.039
0.017 -0.024 -0.001
0.524 0.273 -0.456
0.007 0.349 0.035
0.011 -0.220 -0.048
0.044 -0.020 0.003
-0.086 0.460 0.179
0.138 0.159 -0.160
-0.015 0.151 0.224
0.087 -0.226 -0.252
-0.032 0.024 -0.101
-0.017 -0.024 -0.013
-0.032 0.081 0.043
0.365 -0.335 0.426
0.087 0.050 -0.186
-0.007 -0.075 -0.795
-0.136 -0.038 -0.538
-0.075 -0.287 0.054
0.108 -0.244 0.048
-0.215 0.798 0.962
-0.171 0.121 0.041
-0.079 0.201 -0.028
0.044 0.078 -0.182
-0.167 -0.106 -0.107
0.460 0.230 0.098
-0.239 -0.067 -0.284
0.906 0.502 -1.688
-0.246 -0.766 0.344
-0.177 0.018 0.368
-0.409 0.135 -0.144
-0.352 0.216 0.779
-1.509 -0.019 0.342
0.060 -0.051 -0.034
-0.244 0.535 0.394
-0.005 0.937 1.159
0.308 0.071 -0.153
-1.219 -2.731 -0.941
-0.001 0.004 -0.029
0.665 -0.453 -1.371
-0.108 0.122 -0.135
-0.010 -0.089 -0.016
-0.865 -0.181 -1.719
2.076 3.181 1.179
0.056 -0.071 -0.165
-0.065 -0.057 0.017
-0.088 -0.034 -0.198
0.048 -0.054 0.057
0.009 0.026 -0.020
-0.229 -0.245 0.376
0.034 -0.016 -0.004
0.211 0.165 0.170
0.065 -0.009 0.097

Output
**LUMO**: -0.3123 eV
**Frontier orbital gap**: 8.80 eV
**Energy**: -2956.19674 a.u.

---

| no. | F_max (eV Å⁻¹) |
| --- | --- |
| 1 | 1.21 |
| 2 | 3.94 |
| 3 | 3.98 |